(1)
This record from the OMol25 dataset describes a molecular structure, C4H7N5 at a distorted geometry. The level of theory is ωB97M-V/def2-TZVPD.

Last column: Löwdin charge in e.
Element x y z (Å)
C (0.43, 0.88, 0.47)  -0.31
C (0.65, -0.64, 0.31)  -0.40
C (-0.84, -0.60, -0.33)  -0.21
C (-0.98, 0.78, -0.28)  -0.24
H (1.22, 2.46, -0.43)  0.17
H (2.42, 1.09, -0.01)  0.15
H (0.11, 1.14, 1.67)  0.20
H (0.63, -1.43, 1.11)  0.12
H (2.45, -2.44, 0.34)  0.27
H (2.21, -0.52, -1.17)  0.08
H (-4.13, -0.49, 0.08)  0.29
N (1.40, 1.28, -0.61)  -0.04
N (1.70, -1.21, -0.47)  -0.07
N (-2.05, -1.23, -0.25)  0.06
N (-2.93, -0.16, -0.27)  -0.13
N (-2.29, 1.09, -0.17)  0.06

As for the energy relative to the best compared isomer or geometry (same formula, charge and spin): 288.1 kcal/mol. The calculation puts the energy at -430.00333 hartree.



(2)
This record from the OMol25 dataset describes a single C4H7N5 molecule. The level of theory is ωB97M-V/def2-TZVPD.

Last column: Löwdin charge in e.
Element x y z (Å)
N (-0.45, -2.82, -1.00)  0.12
C (-0.17, -1.51, -0.70)  -0.49
N (0.76, -0.91, -1.43)  0.09
C (1.08, 0.32, -1.07)  -0.10
C (0.50, 0.99, -0.01)  -0.27
N (0.81, 2.32, 0.31)  0.08
C (-0.52, 0.27, 0.67)  -0.35
N (-1.27, 0.83, 1.66)  0.14
N (-0.83, -0.97, 0.32)  0.16
H (-1.33, -3.17, -0.65)  0.09
H (-0.17, -3.12, -1.91)  0.09
H (1.85, 0.80, -1.67)  0.11
H (0.86, 2.50, 1.30)  0.07
H (1.64, 2.64, -0.16)  0.08
H (-0.91, 1.64, 2.15)  0.08
H (-1.85, 0.19, 2.18)  0.10

As for the energy relative to the best compared isomer or geometry (same formula, charge and spin): 8.8 kcal/mol. The calculation puts the energy at -430.44842 hartree. As for the SMILES: Nc1ncc(N)c(N)n1.



(3)
This record from the OMol25 dataset describes 2 unconnected molecules or ions with the total composition C4H7N6O2 at a distorted geometry. The level of theory is ωB97M-V/def2-TZVPD.

Last column: Löwdin charge in e.
Element x y z (Å)
C (1.03, 1.32, -0.31)  -0.21
C (-1.30, 0.18, 0.33)  0.01
C (1.43, -0.94, 1.66)  -0.41
C (-1.35, -1.04, -1.78)  -0.49
N (0.55, 0.62, -1.21)  0.12
N (0.62, 1.47, 0.98)  0.03
N (-0.70, -0.02, -0.80)  0.04
N (-0.69, 0.97, 1.27)  0.10
N (1.37, -0.45, 2.73)  0.21
N (-0.77, -0.93, -2.98)  0.18
O (1.58, -1.07, 0.53)  0.18
O (-2.26, -1.64, -1.29)  0.12
H (1.93, 1.88, -0.74)  0.18
H (-2.21, -0.13, 0.70)  0.15
H (-0.90, 1.11, 2.25)  0.17
H (1.36, 1.49, 1.74)  0.17
H (1.33, -0.84, 3.64)  0.11
H (0.19, -0.42, -2.98)  0.15
H (-1.20, -1.58, -3.75)  0.19

As for the energy relative to the best compared isomer or geometry (same formula, charge and spin): 19.1 kcal/mol. The calculation puts the energy at -635.31213 hartree. As for the net charge: +1.



(4)
This record from the OMol25 dataset describes a single C4H7NO molecule at a distorted geometry. The level of theory is ωB97M-V/def2-TZVPD.

Last column: Löwdin charge in e.
Element x y z (Å)
C (-0.22, 0.27, 1.68)  -0.13
N (0.90, -0.52, 1.17)  0.03
C (0.46, 0.64, 0.42)  -0.28
C (-0.29, 0.47, -0.87)  -0.37
C (0.24, -0.39, -1.95)  0.08
O (-0.97, -0.77, -0.84)  -0.12
H (-1.22, -0.16, 1.61)  0.11
H (-0.01, 0.82, 2.59)  0.10
H (0.53, -1.37, 0.73)  0.09
H (1.16, 1.48, 0.42)  0.14
H (-0.89, 1.33, -1.16)  0.14
H (-0.85, -0.89, -2.15)  0.14
H (1.16, -0.91, -1.64)  0.09

As for the energy relative to the best compared isomer or geometry (same formula, charge and spin): 135.0 kcal/mol. The calculation puts the energy at -286.41659 hartree. As for the SMILES: C1N[C@H]1[C@H]1CO1.



Gap between HOMO and LUMO for every record listed, in sequence, given in eV: 8.27; 8.49; 8.98; 10.50.
HOMO level for every record listed, in sequence, given in eV: -8.75; -7.54; -13.14; -9.67.